(1)
{"formula": "C53H54CdN4O5P2Si2", "method": "the ωB97M-V functional and the def2-TZVPD basis", "species": ["Cd", "C", "Si", "C", "C", "N", "P", "C", "P", "N", "Si", "C", "C", "C", "C", "C", "C", "C", "C", "C", "C", "C", "C", "C", "C", "C", "C", "C", "C", "C", "C", "C", "C", "C", "C", "C", "C", "C", "H", "H", "H", "H", "H", "H", "H", "H", "H", "H", "H", "H", "H", "H", "H", "H", "H", "H", "H", "H", "H", "H", "H", "H", "H", "H", "H", "H", "H", "H", "H", "H", "H", "H", "H", "H", "H", "H", "C", "C", "C", "C", "C", "C", "C", "C", "C", "C", "C", "C", "C", "C", "C", "N", "H", "H", "H", "H", "H", "H", "H", "H", "H", "H", "O", "H", "H", "O", "C", "O", "C", "C", "C", "C", "C", "C", "N", "O", "O", "H", "H", "H", "H"], "coordinates": [[-0.8720, 0.1453, -0.4754], [-0.5917, -3.6264, 2.1233], [0.9070, -2.8358, 1.3226], [1.3171, -3.5434, -0.3787], [2.3537, -3.3595, 2.4271], [0.7672, -1.1540, 1.0682], [0.6216, 0.1453, 1.9885], [0.1583, 1.5801, 1.1513], [1.3955, 2.1969, 0.1351], [1.9173, 1.4163, -1.1457], [3.2684, 0.7159, -1.8420], [4.5126, 2.0138, -2.4557], [4.2850, -0.5165, -0.8252], [2.7824, -0.2559, -3.3767], [0.6808, 3.7872, -0.4935], [1.1859, 4.3652, -1.6567], [0.6496, 5.5451, -2.1629], [-0.3986, 6.1702, -1.4994], [-0.9047, 5.6109, -0.3302], [-0.3712, 4.4240, 0.1665], [2.7883, 2.9520, 1.1031], [2.4954, 3.9217, 2.0655], [3.5004, 4.4983, 2.8271], [4.8254, 4.1154, 2.6445], [5.1308, 3.1483, 1.7008], [4.1158, 2.5701, 0.9424], [-0.6844, -0.0816, 3.2827], [-0.4936, -0.9527, 4.3582], [-1.5030, -1.1764, 5.2868], [-2.7289, -0.5362, 5.1444], [-2.9348, 0.3264, 4.0745], [-1.9171, 0.5540, 3.1509], [2.0836, 0.3023, 3.0961], [3.2795, -0.3125, 2.7282], [4.4053, -0.2303, 3.5395], [4.3523, 0.4896, 4.7236], [3.1735, 1.1323, 5.0868], [2.0480, 1.0387, 4.2793], [-0.4218, -4.6989, 2.3103], [-0.8126, -3.1444, 3.0816], [-1.4620, -3.5087, 1.4678], [1.8711, -4.4932, -0.3280], [0.3991, -3.7136, -0.9552], [1.9271, -2.8140, -0.9243], [2.2818, -4.4402, 2.6164], [3.3245, -3.1616, 1.9551], [2.3424, -2.8409, 3.3944], [4.7084, 2.7782, -1.6945], [5.4724, 1.5505, -2.7299], [4.1203, 2.5261, -3.3458], [5.0140, -0.0441, -0.1563], [3.6204, -1.1423, -0.2138], [4.8347, -1.1773, -1.5071], [2.2584, 0.3649, -4.1123], [3.6785, -0.6762, -3.8584], [2.1130, -1.0856, -3.1238], [1.9987, 3.8584, -2.1709], [1.0320, 5.9619, -3.0887], [-0.8319, 7.0816, -1.8994], [-1.7275, 6.0920, 0.1877], [-0.7801, 3.9478, 1.0521], [1.4647, 4.2222, 2.2151], [3.2549, 5.2448, 3.5741], [5.6112, 4.5629, 3.2434], [6.1596, 2.8361, 1.5591], [4.3554, 1.8079, 0.2126], [0.4615, -1.4587, 4.4663], [-1.3406, -1.8593, 6.1141], [-3.5224, -0.7159, 5.8637], [-3.8923, 0.8217, 3.9528], [-2.0611, 1.2255, 2.3134], [3.3000, -0.8710, 1.7994], [5.3241, -0.7267, 3.2456], [5.2275, 0.5592, 5.3601], [3.1347, 1.7101, 6.0034], [1.1266, 1.5326, 4.5701], [-5.0427, -1.0586, 0.6040], [-5.8642, -0.4793, -0.3550], [-5.3101, 0.3882, -1.2799], [-3.9385, 0.6904, -1.2564], [-3.0806, 0.1008, -0.3124], [-3.6836, -0.7828, 0.5997], [-3.4220, 1.6412, -2.2924], [-4.3162, 2.5677, -2.9172], [-3.8987, 3.3289, -3.9606], [-2.5699, 3.2082, -4.4278], [-2.0629, 3.9325, -5.5330], [-0.7636, 3.7638, -5.9300], [0.0747, 2.8664, -5.2296], [-0.3876, 2.1714, -4.1479], [-1.7265, 2.3256, -3.7177], [-2.1625, 1.5790, -2.6601], [-5.4572, -1.7527, 1.3306], [-6.9216, -0.7136, -0.3952], [-5.9472, 0.7810, -2.0652], [-3.0600, -1.2859, 1.3318], [-5.3202, 2.6813, -2.5346], [-4.5743, 4.0230, -4.4525], [-2.7204, 4.6209, -6.0560], [-0.3774, 4.3136, -6.7814], [1.1051, 2.7350, -5.5529], [0.2449, 1.4939, -3.5839], [-0.5919, -1.1655, -2.6126], [-1.3652, -1.7727, -2.7002], [0.0531, -1.7227, -2.1544], [-2.4485, -3.2903, -2.8572], [-2.3735, -3.6194, -1.6439], [-2.0038, -2.9209, -0.6795], [-2.8354, -5.0433, -1.3516], [-4.0121, -5.5163, -1.9155], [-4.4515, -6.8143, -1.6763], [-3.7043, -7.6671, -0.8844], [-2.5234, -7.1885, -0.3340], [-2.0841, -5.8925, -0.5501], [-1.7150, -8.0881, 0.5067], [-2.1266, -9.2095, 0.7157], [-0.6785, -7.6718, 0.9514], [-4.5797, -4.8485, -2.5558], [-5.3727, -7.1704, -2.1225], [-4.0045, -8.6858, -0.6893], [-1.1646, -5.5487, -0.0959]], "forces_ev_per_angstrom": [[-0.35, 0.34, 0.05], [-0.17, -0.20, -0.10], [0.16, 0.19, -0.18], [-0.20, -0.33, -0.05], [0.15, -0.02, 0.14], [-0.21, -0.02, 0.19], [-0.49, 0.72, 0.04], [1.16, -0.77, -0.19], [-0.63, 0.39, -0.11], [0.20, -0.06, 0.35], [-0.18, 0.15, -0.30], [0.16, 0.10, -0.13], [-0.05, -0.18, 0.21], [0.01, -0.15, -0.13], [-0.09, 0.00, -0.10], [0.03, -0.02, 0.01], [0.02, -0.12, 0.04], [-0.04, -0.04, 0.07], [0.11, -0.09, -0.03], [-0.02, 0.03, -0.15], [0.02, -0.13, 0.17], [0.06, 0.02, 0.02], [-0.01, -0.01, -0.02], [-0.02, -0.02, -0.01], [-0.06, -0.03, -0.01], [-0.08, 0.03, 0.00], [-0.05, -0.20, -0.04], [-0.05, 0.08, -0.01], [0.07, 0.01, -0.08], [-0.01, 0.05, -0.05], [0.09, -0.02, -0.01], [0.02, -0.05, 0.15], [0.26, -0.06, -0.18], [-0.12, 0.06, 0.04], [-0.03, 0.04, -0.07], [-0.03, 0.03, -0.01], [-0.03, 0.01, -0.04], [0.04, 0.03, 0.00], [-0.05, 0.19, -0.05], [0.05, -0.10, -0.10], [0.09, -0.03, 0.09], [-0.12, 0.19, -0.02], [0.11, 0.03, 0.06], [0.03, -0.07, 0.09], [0.02, 0.15, -0.04], [-0.11, -0.04, 0.08], [0.02, -0.12, -0.11], [-0.01, -0.09, -0.16], [-0.13, 0.08, 0.01], [0.05, -0.08, 0.13], [-0.08, -0.12, -0.06], [0.10, 0.09, -0.16], [-0.02, 0.06, 0.06], [0.05, -0.04, 0.08], [-0.17, 0.07, 0.06], [0.07, 0.08, -0.05], [-0.11, 0.03, -0.01], [0.01, -0.01, 0.04], [0.03, -0.03, 0.02], [0.00, -0.02, -0.01], [0.02, 0.00, -0.04], [0.01, -0.04, 0.01], [-0.03, 0.00, -0.01], [-0.01, -0.01, -0.01], [-0.02, -0.03, -0.02], [0.03, 0.13, 0.20], [-0.05, -0.01, 0.03], [0.02, 0.02, -0.03], [0.04, 0.02, -0.05], [0.04, -0.03, -0.02], [0.00, 0.02, -0.01], [0.06, 0.07, 0.14], [-0.04, 0.01, -0.02], [-0.01, 0.00, -0.01], [-0.02, 0.00, 0.00], [0.04, 0.00, -0.01], [0.02, -0.02, 0.04], [0.05, 0.06, -0.04], [0.04, -0.02, -0.04], [0.02, 0.20, 0.18], [-0.18, -0.39, -0.34], [0.09, 0.19, 0.02], [0.09, -0.15, -0.13], [-0.05, 0.12, 0.01], [-0.05, -0.02, -0.01], [0.07, 0.02, 0.02], [0.08, -0.04, 0.02], [-0.11, -0.04, 0.05], [0.16, 0.04, -0.06], [0.13, -0.06, 0.18], [-0.11, -0.04, 0.13], [-0.04, -0.06, 0.03], [0.04, 0.04, -0.03], [-0.02, -0.02, -0.01], [0.00, 0.04, 0.05], [-0.03, -0.03, -0.04], [0.00, -0.05, -0.01], [0.02, 0.01, 0.06], [0.02, -0.04, 0.02], [0.00, -0.02, 0.04], [-0.13, 0.01, 0.06], [-0.03, 0.02, -0.01], [0.34, 0.11, 0.40], [-0.10, 0.00, -0.01], [0.00, -0.10, -0.17], [0.18, 0.05, 0.29], [-0.22, 0.51, -0.15], [0.14, -0.58, -0.21], [0.07, -0.02, 0.03], [-0.17, -0.05, -0.10], [0.01, 0.08, -0.04], [0.14, -0.17, 0.14], [-0.18, 0.17, -0.19], [0.13, -0.03, 0.20], [-0.35, 0.27, -0.32], [-0.44, -0.67, 0.01], [0.79, 0.43, 0.28], [0.09, -0.06, 0.04], [0.01, 0.03, 0.03], [-0.03, 0.00, 0.00], [-0.04, 0.06, 0.02]], "lowdin_charge": [1.3539, -0.1692, 0.2924, -0.1710, -0.1974, -0.2972, 0.5639, -0.5243, 0.5673, -0.2624, 0.2467, -0.1960, -0.1830, -0.1854, -0.2840, -0.0870, -0.1048, -0.1204, -0.1020, -0.1050, -0.2507, -0.0846, -0.1010, -0.1166, -0.0929, -0.0984, -0.2828, -0.1193, -0.1044, -0.1130, -0.0937, -0.1050, -0.2782, -0.1094, -0.0893, -0.1104, -0.0977, -0.0886, 0.0248, 0.0051, 0.0052, 0.0270, 0.0045, 0.0077, 0.0220, 0.0181, 0.0130, 0.0064, 0.0190, 0.0147, 0.0138, -0.0010, 0.0238, 0.0107, 0.0229, 0.0097, 0.0890, 0.0908, 0.0859, 0.0886, 0.0790, 0.0971, 0.0909, 0.0874, 0.0956, 0.0365, 0.1017, 0.0926, 0.0878, 0.0966, 0.0709, 0.0603, 0.0987, 0.0884, 0.0916, 0.1103, -0.1100, -0.1226, -0.0805, -0.2234, -0.1730, -0.1715, -0.2223, -0.0199, -0.0275, -0.1705, -0.0589, -0.1055, -0.0859, -0.0074, -0.2002, 0.1490, 0.0912, 0.0829, 0.0865, 0.0731, 0.0955, 0.1069, 0.1001, 0.0892, 0.0980, 0.0864, -0.1402, 0.0098, -0.0024, -0.0360, -0.6439, -0.0463, -0.0974, -0.0116, -0.0765, -0.0310, -0.1413, 0.0660, -0.3698, 0.0438, 0.0773, 0.1195, 0.0962, 0.1050, 0.1132], "homo_lumo_gap_ev": 5.8, "e_tot_ev": -110936.90566, "max_force_ev_per_a": 1.4, "total_charge": -2}

=====

(2)
{"formula": "C5F8", "method": "the ωB97M-V functional and the def2-TZVPD basis", "species": ["C", "C", "C", "C", "C", "F", "F", "F", "F", "F", "F", "F", "F"], "coordinates": [[-2.2480, 0.9358, 0.4249], [-3.2240, 0.1989, 0.3309], [0.7158, -0.0496, 0.3796], [0.5863, -1.4348, -0.1561], [1.4083, 1.2259, -0.2358], [-4.3917, -0.1950, -0.0207], [0.5852, 0.0996, 1.6647], [1.7170, -2.1283, -0.3290], [-0.3075, -2.1273, 0.4995], [0.1772, -1.2835, -1.4684], [1.1679, 2.2093, 0.5555], [1.0492, 1.5174, -1.4918], [2.7644, 1.0317, -0.1533]], "forces_ev_per_angstrom": [[2.59, 1.50, 0.32], [-2.93, -1.65, -0.83], [0.19, 1.52, -0.77], [0.20, 0.86, -3.04], [0.52, -2.58, -0.14], [0.63, 0.06, 0.40], [0.04, -0.36, 0.98], [0.28, -0.17, 1.19], [-0.12, -0.49, 0.50], [-0.46, 0.07, 0.73], [-0.78, 1.68, 0.72], [0.38, -0.36, 0.72], [-0.52, -0.09, -0.79]], "lowdin_charge": [0.1533, -0.2329, -0.0379, -0.5760, -0.5737, 0.1385, 0.1523, 0.1651, 0.2002, 0.1076, 0.2068, 0.1695, 0.1272], "homo_lumo_gap_ev": [10.2, 6.6], "e_tot_ev": -26916.94412, "max_force_ev_per_a": 3.5, "relative_energy_kcal_mol": 143.9}

=====

(3)
{"formula": "C4H12NSi", "method": "the ωB97M-V functional and the def2-TZVPD basis", "species": ["C", "C", "C", "C", "N", "Si", "H", "H", "H", "H", "H", "H", "H", "H", "H", "H", "H", "H"], "coordinates": [[-0.2742, 0.8324, -1.2756], [0.5165, -0.4529, -1.1617], [0.0706, 0.9417, 1.2043], [-0.7299, -2.1419, 0.9874], [0.2894, 1.8408, -0.2964], [0.6050, -0.9090, 0.6877], [-0.2890, 1.3883, -2.2159], [-1.3118, 0.6349, -1.0665], [-0.0645, -1.1429, -1.7610], [1.5217, -0.2197, -1.6620], [0.5771, 1.5474, 1.9221], [-0.9743, 1.0986, 1.2890], [-0.3781, -3.1214, 0.4667], [-0.8518, -2.4173, 1.9926], [-1.7553, -1.9261, 0.6233], [1.2736, 1.9787, -0.4058], [-0.1593, 2.8061, -0.3862], [1.9342, -0.7376, 1.0578]], "forces_ev_per_angstrom": [[0.39, 1.32, -0.35], [1.26, 1.15, -1.15], [0.40, 0.98, -2.61], [0.51, -1.94, -1.45], [-2.10, -0.95, 2.13], [-2.15, 2.42, -1.52], [0.33, -0.66, -0.40], [-0.46, 0.31, 0.60], [0.37, -0.58, -0.17], [-1.19, -0.91, 0.71], [0.49, 0.11, 0.59], [-1.07, 0.02, 0.37], [-0.64, 1.56, 0.70], [-0.06, -0.35, 1.57], [0.83, 0.32, -0.16], [0.80, -0.08, -0.33], [0.49, -1.76, 0.59], [1.78, -0.96, 0.86]], "lowdin_charge": [-0.2506, -0.2626, -0.0638, -0.1900, 0.0343, 0.7119, 0.1300, 0.1175, 0.0840, 0.1133, 0.0562, 0.0536, 0.0869, 0.0051, 0.0643, 0.1333, 0.1961, -0.0199], "homo_lumo_gap_ev": 11.7, "e_tot_ev": -13702.82459, "max_force_ev_per_a": 3.6, "relative_energy_kcal_mol": 4.2, "total_charge": 1}